Computed, not measured: a cluster of 2 separate species, C6H11N4O in total, with ωB97M-V/def2-TZVPD.

Each line ends with the Löwdin charge.
Geometry (Å):
1 C 0.7932 0.8970 0.9139  -0.202
2 H -1.1838 -1.9517 0.0595  0.063
3 C -0.3188 -2.5076 0.4573  -0.060
4 H 0.2877 2.8638 1.6161  0.056
5 N -3.0428 0.7944 -0.7918  -0.086
6 N -3.4433 -0.5992 0.9708  -0.082
7 H 1.6923 1.3305 0.3766  0.115
8 N -4.5608 -0.3650 0.2381  -0.194
9 H 0.2202 -1.2145 -1.7107  0.058
10 N -4.3358 0.4228 -0.7407  -0.190
11 C 0.0405 -0.2121 -1.3809  -0.071
12 O 0.6816 -1.4562 0.6517  -0.148
13 H -0.0539 -3.2277 -0.2900  0.065
14 H 0.8807 0.3174 -1.8968  0.085
15 H -0.9136 0.1853 -1.7875  0.061
16 C 0.1715 -0.2752 0.1091  -0.330
17 H -0.5087 2.2443 0.0497  0.055
18 H -1.0654 1.8210 1.5692  0.044
19 C -0.1695 2.0812 1.0446  -0.125
20 C -2.5649 0.1590 0.2784  -0.289
21 H 1.0744 0.5020 1.8955  0.101
22 H -0.4649 -2.9908 1.3967  0.076

Values from the calculation:
- Total charge: -1
- 2S+1: 1
- E_tot: -529.3288 Ha
- Energy relative to the best compared isomer or geometry (same formula, charge and spin): 324.1 kJ/mol
- Frontier orbital gap (spin up / spin down): 0.2835 / 0.3003 Ha
- LUMO (spin up / spin down): 3.6 / 3.3 eV
- HOMO energy (spin up / spin down): -4.16 / -4.85 eV